# 1
{
  "formula": "C22H26BrIrN4O4S2",
  "method": "ωB97M-V with the def2-TZVPD basis set",
  "symbols": ["Ir", "N", "C", "C", "O", "N", "C", "C", "O", "O", "H", "H", "H", "H", "H", "H", "S", "C", "C", "N", "C", "S", "C", "N", "C", "C", "C", "C", "C", "C", "C", "Br", "C", "O", "C", "C", "C", "C", "C", "C", "H", "H", "H", "H", "H", "H", "H", "H", "H", "H", "H", "H", "H", "H", "H", "H", "H", "H", "H", "H"],
  "positions_angstrom": [[-1.6641, -1.8859, 0.8358], [-0.9782, -1.5909, 2.8657], [-1.4844, -2.6432, 3.7629], [-1.6307, -3.9339, 2.9714], [-1.4529, -5.0211, 3.5113], [-1.9896, -3.7179, 1.6921], [-2.1250, -4.8772, 0.8304], [-1.3756, -4.6050, -0.4544], [-0.9025, -5.4751, -1.1577], [-1.3473, -3.3301, -0.7566], [0.0354, -1.6036, 2.7826], [-1.2570, -0.6617, 3.1630], [-2.4862, -2.3547, 4.0796], [-0.8648, -2.7946, 4.6440], [-3.1778, -5.0270, 0.5626], [-1.7562, -5.7741, 1.3186], [-2.7960, -1.1320, -1.0784], [-4.4656, -1.3787, -0.6652], [-5.4078, -1.4974, -1.7404], [-6.1610, -1.5954, -2.6041], [-4.8444, -1.4143, 0.6244], [-3.6356, -1.2155, 1.8682], [-6.2049, -1.5464, 1.0473], [-7.2879, -1.6534, 1.4218], [3.8239, 2.1210, -3.1555], [4.1550, 1.4937, -1.7942], [4.8620, 2.5357, -0.9158], [5.1159, 0.3277, -2.0281], [2.8671, 1.0420, -1.1082], [2.6573, -0.2524, -0.6752], [1.4566, -0.5830, -0.0662], [1.2623, -2.3671, 0.5725], [0.3956, 0.3072, 0.1206], [-0.7530, -0.0204, 0.6860], [0.6307, 1.6551, -0.2790], [1.8429, 1.9642, -0.8729], [-0.4287, 2.7398, -0.0351], [-0.7459, 2.8321, 1.4663], [0.0528, 4.1228, -0.4818], [-1.7105, 2.4208, -0.8164], [4.7417, 2.4260, -3.6654], [3.1906, 3.0025, -3.0481], [3.2977, 1.4055, -3.7899], [5.8016, 2.8513, -1.3779], [5.0847, 2.1188, 0.0684], [4.2401, 3.4210, -0.7734], [5.9956, 0.6824, -2.5693], [4.6507, -0.4609, -2.6224], [5.4571, -0.1069, -1.0861], [3.4048, -1.0233, -0.7944], [2.0115, 2.9868, -1.1790], [0.1572, 3.0699, 2.0349], [-1.1573, 1.8944, 1.8327], [-1.4800, 3.6232, 1.6406], [0.9571, 4.4332, 0.0473], [-0.7285, 4.8532, -0.2622], [0.2465, 4.1587, -1.5561], [-2.1269, 1.4607, -0.5259], [-1.5078, 2.3983, -1.8899], [-2.4597, 3.1951, -0.6261]],
  "homo_lumo_gap_ev": [6.91, 6.49],
  "spin_multiplicity": 2,
  "energy_ha": -4848.742158,
  "fmax_ev_per_a": 1.130,
  "charge": -1,
  "e_above_lowest_ev": 2.368,
  "homo_ev": [-5.2, -5.2]
}

# 2
{
  "formula": "C5H8N2",
  "method": "ωB97M-V with the def2-TZVPD basis set",
  "symbols": ["C", "C", "C", "N", "C", "N", "C", "H", "H", "H", "H", "H", "H", "H", "H"],
  "positions_angstrom": [[-2.3673, 0.0663, 0.1646], [-0.8939, 0.1476, -0.0533], [-0.2163, 1.2126, -0.5235], [1.1821, 0.9827, -0.4539], [1.3156, -0.3371, 0.0182], [2.5870, -0.8829, 0.2082], [0.0884, -0.8719, 0.2541], [-2.7996, -0.8114, -0.3229], [-2.5966, 0.0029, 1.2364], [-2.8561, 0.9624, -0.2297], [-0.5452, 2.1616, -0.9250], [1.3740, 1.6694, 0.2755], [2.5726, -1.8954, 0.1854], [3.2739, -0.5353, -0.4484], [-0.1185, -1.8715, 0.6143]],
  "homo_lumo_gap_ev": 8.56,
  "energy_ha": -304.809239,
  "fmax_ev_per_a": 1.307,
  "e_above_lowest_ev": 0.714,
  "homo_ev": -7.5
}

# 3
{
  "formula": "C11H11FO2",
  "method": "ωB97M-V with the def2-TZVPD basis set",
  "symbols": ["C", "C", "C", "C", "C", "C", "C", "C", "C", "C", "C", "O", "O", "F", "H", "H", "H", "H", "H", "H", "H", "H", "H", "H", "H"],
  "positions_angstrom": [[-3.1378, 0.0194, -0.4961], [-3.0785, -0.6412, 0.7370], [-2.0331, 0.0336, -1.3220], [-1.9346, -1.2627, 1.1475], [-0.8759, -0.6440, -0.9718], [-0.7803, -1.3093, 0.3048], [0.3515, -0.5984, -1.7840], [1.4004, 0.4249, -1.1600], [2.2731, 1.8923, 1.6156], [1.9892, 0.4544, 1.3682], [2.0847, -0.0844, 0.0137], [0.2869, -1.8839, 0.6379], [0.9802, 1.3789, 1.6288], [3.0231, -1.0150, -0.1675], [-4.0470, 0.5184, -0.7954], [-3.9522, -0.6460, 1.3741], [-2.0746, 0.5496, -2.2721], [-1.8820, -1.7707, 2.0986], [0.8418, -1.5720, -1.8023], [0.1416, -0.2581, -2.7970], [2.1246, 0.5988, -1.9595], [0.8697, 1.3428, -0.9092], [2.6854, 2.1872, 2.5724], [2.5203, 2.5356, 0.7782], [2.2232, -0.2503, 2.1601]],
  "homo_lumo_gap_ev": [5.35, 8.31],
  "energy_ha": -675.970452,
  "fmax_ev_per_a": 1.406,
  "e_above_lowest_ev": 1.472,
  "homo_ev": [-7.0, -8.0]
}

# 4
{
  "formula": "C4H7CsO2",
  "method": "ωB97M-V with the def2-TZVPD basis set",
  "symbols": ["O", "C", "C", "Cs", "H", "H", "C", "C", "O", "H", "H", "H", "H", "H"],
  "positions_angstrom": [[-0.7953, -0.5138, -2.0562], [-0.9401, 0.6830, -1.5924], [-0.2570, 1.1195, -0.3298], [0.9117, -3.1533, -2.2168], [-1.7148, 1.0371, -0.4849], [-0.9901, 1.5152, -2.3308], [0.7587, 0.3472, 0.2780], [0.5488, -0.2961, 1.6093], [0.2645, -1.7065, 1.4196], [1.7830, 0.6952, 0.1029], [-0.3220, 0.1473, 2.1271], [1.4597, -0.2169, 2.2262], [-0.6601, -1.8572, 1.6332], [-0.0470, 2.1994, -0.3853]],
  "homo_lumo_gap_ev": [4.02, 4.02],
  "energy_ha": -327.008731,
  "fmax_ev_per_a": 4.734,
  "e_above_lowest_ev": 3.061,
  "homo_ev": [-4.8, -4.8]
}

# 5
{
  "formula": "C7H14N2",
  "method": "ωB97M-V with the def2-TZVPD basis set",
  "symbols": ["C", "C", "N", "C", "C", "C", "N", "C", "C", "H", "H", "H", "H", "H", "H", "H", "H", "H", "H", "H", "H", "H", "H"],
  "positions_angstrom": [[-3.3258, 0.2512, 0.0155], [-1.9608, -0.4083, 0.1318], [-0.8387, 0.2098, -0.5445], [0.3116, -0.6380, -0.4685], [1.6559, -0.0613, -1.0377], [1.7550, 1.2540, -0.3341], [1.4493, 0.8909, 1.0713], [1.1817, -0.5782, 0.8910], [2.4109, -0.9333, 0.0127], [-3.3800, 1.2700, 0.5073], [-3.5020, 0.4388, -1.0800], [-4.0447, -0.4866, 0.4599], [-1.9966, -1.5445, -0.0817], [-1.8371, -0.3532, 1.2732], [-0.6693, 1.1320, -0.2906], [0.1308, -1.6947, -0.7611], [1.7771, -0.0180, -2.1435], [2.6774, 1.7893, -0.5036], [1.1117, 2.0435, -0.7884], [0.5907, 1.2967, 1.5213], [0.8541, -1.1656, 1.7874], [2.3007, -2.0365, -0.1065], [3.3481, -0.6580, 0.4688]],
  "homo_lumo_gap_ev": 9.23,
  "energy_ha": -384.544736,
  "fmax_ev_per_a": 3.566,
  "e_above_lowest_ev": 2.372,
  "homo_ev": -8.2
}

# 6
{
  "formula": "C7H13BCoN4",
  "method": "ωB97M-V with the def2-TZVPD basis set",
  "symbols": ["Co", "C", "H", "H", "H", "H", "H", "B", "N", "C", "C", "C", "N", "N", "C", "C", "C", "N", "H", "H", "H", "H", "H", "H", "H", "H"],
  "positions_angstrom": [[-0.0855, -0.1420, -0.0585], [-0.4176, 0.2399, -1.9043], [-1.3445, 0.8257, -1.9905], [0.4158, 0.8367, -2.3073], [-0.5152, -0.6957, -2.4803], [0.8026, -1.4172, -0.7057], [1.3186, -0.7908, -0.5646], [-0.7913, -1.9892, 2.2689], [-1.9784, -1.5231, 1.3691], [-3.2780, -1.8364, 1.4306], [-3.9384, -1.2426, 0.3388], [-2.9606, -0.5338, -0.3674], [-1.7627, -0.6924, 0.2833], [-0.0324, -0.6907, 2.6677], [0.3676, -0.2823, 3.8809], [1.1111, 0.8882, 3.7304], [1.1124, 1.1719, 2.3601], [0.3758, 0.2185, 1.7029], [-0.0821, -2.8176, 1.7646], [-1.2689, -2.4692, 3.2681], [-3.6369, -2.4702, 2.2249], [-4.9644, -1.3357, 0.0726], [-3.0145, -0.0058, -1.2979], [0.1129, -0.8600, 4.7746], [1.6053, 1.4342, 4.5265], [1.6278, 1.9646, 1.8460]],
  "homo_lumo_gap_ev": [8.26, 9.12],
  "spin_multiplicity": 4,
  "energy_ha": -1901.079793,
  "fmax_ev_per_a": 4.782,
  "e_above_lowest_ev": 0.643,
  "homo_ev": [-7.5, -9.0]
}